No. 1
The following is a quantum chemistry calculation of C2H4N2O4 in the gas phase in a non-equilibrium geometry, from the Open Molecules 2025 dataset.

Last column: natural (NBO) charge in e.
Element x y z (Å)
O (1.2309, -1.9314, -0.5011)  -0.53
C (1.2793, -1.3417, -1.6153)  0.62
O (0.5426, -0.0770, -1.7902)  -0.38
N (-0.5720, -0.0365, -0.9434)  -0.37
C (-0.3112, 0.6739, 0.3254)  0.71
O (0.8228, 1.2464, 0.4488)  -0.59
N (-1.3173, 0.4026, 1.3301)  -0.33
O (-1.1586, 1.2207, 2.3887)  -0.54
H (2.0398, -1.4384, -2.3788)  0.16
H (-1.2377, 0.6477, -1.3966)  0.38
H (-1.2190, -0.8481, 1.5494)  0.38
H (-0.0997, 1.4817, 2.5830)  0.47

Forces on the atoms, in the same order (eV/Å):
-0.023 1.943 -5.410
-1.289 1.156 6.344
1.247 -2.533 -0.312
-1.833 1.842 1.212
4.994 -0.431 -0.350
-5.096 -1.529 0.643
1.912 -3.746 -2.079
3.337 1.439 2.246
-0.198 -0.189 -0.463
0.737 -1.367 0.022
-0.184 4.797 -0.639
-3.602 -1.380 -1.215

Computed properties:
Total energy   -13303.634 eV
SMILES   O=CONC(=O)NO
Energy above the lowest of the compared OMol25 structures with the same formula, charge and spin   4.7265 eV
Frontier orbital gap   10.5476 eV
LUMO level   0.01256 hartree

No. 2
The following is a quantum chemistry calculation of C5H10N4 in the gas phase in a non-equilibrium geometry, from the Open Molecules 2025 dataset.

Last column: natural (NBO) charge in e.
Element x y z (Å)
H (2.1525, -1.2663, 0.1880)  0.38
N (2.1189, -0.2731, -0.0377)  -0.62
C (0.9745, 0.2046, -0.1053)  0.43
N (0.8110, 1.6813, -0.7278)  -0.48
C (1.6406, 2.5704, -0.4358)  -0.03
C (-0.4111, -0.2915, -0.0713)  0.17
C (-0.8864, -0.6749, -1.4721)  -0.62
N (-1.3113, 0.5172, 0.6714)  -0.85
N (-0.0944, -1.7413, 0.7094)  -0.43
C (-0.6819, -1.9750, 1.7864)  -0.07
H (1.5743, 3.5423, -0.9239)  0.17
H (2.4810, 2.3938, 0.2452)  0.16
H (-0.1485, -1.3027, -1.9631)  0.23
H (-1.8242, -1.2245, -1.3925)  0.21
H (-1.0471, 0.2247, -2.0640)  0.23
H (-2.2817, 0.3410, 0.4402)  0.37
H (-1.1189, 1.5090, 0.6360)  0.40
H (-1.4052, -1.2922, 2.2510)  0.16
H (-0.5422, -2.9430, 2.2659)  0.17

Forces on the atoms, in the same order (eV/Å):
-0.353 0.084 0.203
0.214 -0.053 0.076
0.286 4.386 -2.093
-0.180 -2.345 0.745
0.747 -0.180 0.310
0.005 -3.610 1.886
0.062 -0.054 0.270
-0.103 0.055 0.293
-0.468 1.522 -1.770
-0.782 0.152 0.173
-0.088 0.010 0.081
-0.025 0.044 0.007
-0.005 -0.093 -0.043
-0.033 -0.047 0.009
0.061 0.035 0.064
0.182 0.071 -0.113
0.103 -0.108 -0.121
0.144 0.078 -0.047
0.232 0.052 0.069

Computed properties:
Total energy   -11305.158 eV
SMILES   [H]/N=C(/N=C)[C@](C)(N)N=C
Energy above the lowest of the compared OMol25 structures with the same formula, charge and spin   2.7199 eV
Frontier orbital gap   10.0490 eV
LUMO level   0.03748 hartree

No. 3
The following is a quantum chemistry calculation of C3H2N2O3 in the gas phase in a non-equilibrium geometry, from the Open Molecules 2025 dataset.

Last column: natural (NBO) charge in e.
Element x y z (Å)
N (-2.3223, 0.4064, -2.2212)  -0.20
C (-1.2573, 0.6987, -1.3879)  0.24
C (-0.2016, 0.1701, -0.6134)  -0.09
N (0.2035, -0.9968, -0.9269)  0.00
O (1.2033, -1.4399, -0.0984)  -0.49
C (0.1952, 0.8308, 0.6860)  0.75
O (0.0644, 2.0456, 0.6206)  -0.50
O (0.3293, -0.0875, 1.9323)  -0.67
H (1.1360, -2.2647, -0.4733)  0.49
H (0.6494, 0.6373, 2.4823)  0.48

Forces on the atoms, in the same order (eV/Å):
10.608 3.517 8.282
-11.371 -3.361 -8.923
0.927 -1.335 1.915
0.077 0.905 -0.350
-0.812 2.294 0.143
-1.870 0.832 0.504
1.250 -2.583 2.027
0.003 3.807 -4.078
1.175 -3.915 -0.537
0.014 -0.160 1.017

Computed properties:
Total energy   -12259.855 eV
SMILES   N#C/C(=N/O)C(=O)O
Energy above the lowest of the compared OMol25 structures with the same formula, charge and spin   7.1266 eV
Frontier orbital gap   9.2282 eV
LUMO level   -0.04821 hartree

No. 4
The following is a quantum chemistry calculation of a 11-piece molecular cluster, C6H36N2O10 overall in a non-equilibrium geometry, from the Open Molecules 2025 dataset.

Last column: natural (NBO) charge in e.
Element x y z (Å)
C (2.7223, -0.5131, 2.6543)  -0.63
C (1.9217, -0.8169, 1.4268)  -0.44
C (1.8027, 0.3330, 0.5008)  -0.42
C (0.6134, -0.1262, -0.4063)  -0.05
N (1.0322, -0.4068, -1.8147)  -0.89
C (-0.3081, 1.1604, -0.5012)  -0.25
N (-1.6290, 0.7798, -1.3097)  -0.70
C (-2.5929, 1.9863, -1.5497)  -0.42
H (3.7953, -0.7739, 2.3619)  0.21
H (2.3724, -1.1555, 3.5792)  0.20
H (2.6739, 0.3814, 3.2081)  0.21
H (2.3479, -1.5494, 0.8766)  0.18
H (0.9496, -1.2945, 1.7081)  0.24
H (2.7455, 0.7630, 0.0383)  0.22
H (1.5881, 1.1672, 1.2018)  0.20
H (0.1109, -0.8666, 0.0806)  0.21
H (0.2199, -0.7423, -2.4706)  0.38
H (1.2792, 0.4558, -2.3301)  0.36
H (-0.4651, 1.5992, 0.5979)  0.20
H (0.2056, 1.9187, -1.1218)  0.20
H (-2.2326, 0.2695, -0.6105)  0.38
H (-2.5908, 2.6249, -0.8208)  0.18
H (-2.1746, 2.2150, -2.5604)  0.18
H (-3.6531, 1.6779, -1.8045)  0.20
O (-2.5351, -1.9370, -0.1213)  -0.95
H (-1.8375, -2.4158, 0.2763)  0.47
H (-2.5306, -2.2003, -1.0249)  0.49
O (-0.1423, 4.0726, 0.6776)  -1.01
H (0.5019, 4.4858, 1.1913)  0.49
H (-0.7325, 3.3587, 0.9812)  0.52
O (-0.5622, 0.6171, -4.3822)  -0.92
H (-1.0156, 0.8518, -3.6379)  0.47
H (0.2536, 0.2473, -4.0755)  0.47
O (1.5189, -4.1111, 1.4346)  -0.96
H (1.4758, -4.0619, 0.5025)  0.49
H (2.1047, -3.3438, 1.6479)  0.48
O (-0.8298, -3.0803, 2.4346)  -0.98
H (-1.7775, -3.3947, 2.4783)  0.48
H (-0.2868, -3.8339, 2.4462)  0.51
O (-0.7594, -0.4712, 3.0175)  -0.96
H (-1.1384, -1.3539, 3.2785)  0.52
H (-0.1898, -0.1236, 3.4939)  0.44
O (-2.3989, -1.2717, -3.5064)  -0.98
H (-2.7564, -0.4308, -3.1917)  0.47
H (-1.6506, -0.9947, -4.1477)  0.49
O (3.0485, -2.6863, -0.9326)  -0.95
H (3.5639, -2.0220, -0.3652)  0.46
H (2.4163, -2.1048, -1.2771)  0.49
O (-1.6638, 2.0659, 2.1114)  -0.96
H (-1.2941, 1.5541, 2.9058)  0.50
H (-2.4970, 2.3285, 2.5301)  0.48
O (0.5344, 3.7217, -2.1811)  -0.95
H (-0.3824, 3.6857, -2.2308)  0.47
H (0.8282, 3.7614, -1.2673)  0.49

Forces on the atoms, in the same order (eV/Å):
1.460 -3.601 1.821
-1.172 0.908 2.446
-0.630 0.927 0.122
0.764 6.460 -3.163
-1.155 -1.441 -1.752
-1.743 -0.354 0.753
-1.212 0.824 3.217
1.266 -5.538 -6.137
-1.067 0.596 1.181
0.974 0.206 -1.904
-0.104 2.006 -0.501
1.682 -2.591 -1.216
0.533 1.114 -0.233
-0.899 -1.309 -0.051
-0.817 0.035 -0.833
-1.296 -2.325 0.593
1.484 0.353 2.490
0.218 -0.284 1.150
-0.042 -1.304 -2.870
-0.225 -0.628 0.525
1.453 -0.168 -0.866
0.225 4.185 3.859
-0.647 1.579 0.913
1.199 -0.173 0.676
-1.200 0.938 0.584
1.281 -0.751 0.827
-0.019 -0.208 -1.396
-1.774 -0.580 -2.927
0.956 0.255 2.053
0.981 0.644 1.086
1.357 -0.741 -3.779
-1.827 1.055 3.506
0.747 -0.101 0.059
0.834 0.784 1.990
0.011 -0.015 -1.786
-0.708 -1.036 -0.147
-3.473 1.249 0.113
1.619 0.274 -0.075
1.455 -1.720 -0.188
-9.540 -5.178 -7.168
1.414 1.390 -0.082
8.439 4.127 7.576
1.350 0.169 -1.388
0.250 -0.190 0.033
-1.885 -0.435 1.465
2.788 0.123 2.340
-0.688 -1.726 -1.293
-2.034 1.587 -1.510
-0.085 -0.589 2.683
-0.377 0.514 -2.058
-0.120 0.295 -0.529
3.160 0.114 -0.822
-2.452 0.051 0.376
-0.706 0.224 0.234

Computed properties:
Total energy   -30256.782 eV
SMILES   CCC[C@H](N)CNC.O.O.O.O.O.O.O.O.O.O
Energy above the lowest of the compared OMol25 structures with the same formula, charge and spin   6.7978 eV
Frontier orbital gap   9.2856 eV
LUMO level   0.00156 hartree